Entry 1:
ORCA calculation (the ωB97M-V functional and the def2-TZVPD basis) on a 2-piece molecular cluster, C4H14N3S overall.

CARTESIAN COORDINATES (ANGSTROEM)
N 0.8451 -0.9778 0.8586
C -0.0273 -0.7504 2.0559
C -1.0925 -1.8531 2.0490
N -2.0812 -1.5474 3.0539
H 1.7682 -1.4154 1.0059
H 1.1034 0.0358 0.4053
H -0.4858 0.2273 1.9459
H 0.5074 -0.7301 3.0382
H -1.5971 -1.7808 1.1065
H -0.5536 -2.8456 2.1477
H -2.9700 -1.8785 2.8855
H -1.9198 -1.6909 4.0934
C 0.1884 0.6763 -2.9115
C -0.2760 1.6698 -1.7667
S 1.0420 1.9057 -0.5609
N 0.5143 -0.7002 -2.4604
H 1.1126 1.0510 -3.3619
H -0.5632 0.6316 -3.7414
H -1.1845 1.1388 -1.2995
H -0.6895 2.6559 -2.2543
H -0.2144 -1.1714 -1.9114
H 1.3122 -0.5967 -1.8109

Forces on atoms 1 to 6 (eV/Å):
0.996 3.041 -0.952
1.068 -0.724 -0.332
1.076 0.036 1.228
1.274 0.699 2.793
-0.824 0.275 0.410
-0.677 -3.224 1.428

Computed properties:
E_LUMO (spin up / spin down): 0.90 / -2.35 eV
relative energy (zero: lowest compared OMol25 entry of this formula, charge and spin): 0.5185 eV
HOMO energy (spin up / spin down): -0.328 / -0.328 Ha
multiplicity: 2
Kohn-Sham gap (spin up / spin down): 9.84 / 6.57 eV

=====

Entry 2:
ORCA calculation (the ωB97M-V functional and the def2-TZVPD basis) on a 2-piece molecular cluster, C4H14N4 overall.

CARTESIAN COORDINATES (ANGSTROEM)
C -1.4754 -0.1924 0.1012
C 0.2880 1.2019 -1.0640
N -0.0509 0.4114 0.1314
N -2.3612 0.9397 0.2469
N -1.7850 -0.9423 -1.0616
H -0.0242 0.8809 1.0782
H -1.4610 -0.8587 0.9665
H -3.2806 0.6959 -0.1002
H -2.4477 1.2046 1.2219
H -1.1102 -1.6970 -1.1571
H -1.8000 -0.3717 -1.8988
H -0.5334 1.8813 -1.2857
H 1.1884 1.7815 -0.8722
H 0.4641 0.5269 -1.9003
C 2.3787 -0.1200 0.7616
C 1.0121 -0.7134 0.5145
N 0.7802 -1.8267 -0.0666
H 1.6344 -2.3705 -0.1880
H 0.4053 -0.4597 2.0791
H 2.3170 0.8524 1.2447
H 2.9351 -0.0394 -0.1790
H 2.9263 -0.7846 1.4276

Forces on atoms 1 to 6 (eV/Å):
0.183 -0.013 0.079
-0.050 0.103 0.138
0.360 -0.452 1.093
-0.057 -0.053 -0.088
-0.058 0.229 -0.030
0.009 0.078 -1.236

Computed properties:
E_LUMO: 0.82 eV
relative energy (zero: lowest compared OMol25 entry of this formula, charge and spin): 3.5143 eV
HOMO energy: -0.259 Ha
multiplicity: 1
Kohn-Sham gap: 7.88 eV

=====

Entry 3:
ORCA calculation (the ωB97M-V functional and the def2-TZVPD basis) on a 2-piece molecular cluster, C4H14N4 overall.

CARTESIAN COORDINATES (ANGSTROEM)
N 2.5250 -0.6624 0.4784
C 2.3185 -0.7606 -0.9256
C 1.7920 0.2164 -1.6590
N 1.5990 0.1518 -3.0568
H 2.6705 -1.5610 0.9152
H 1.6869 -0.2899 0.9225
H 2.6709 -1.6699 -1.3998
H 1.4094 1.0998 -1.1551
H 2.4364 -0.0087 -3.5956
H 1.1708 0.9965 -3.4107
N -0.8495 -1.0454 2.1633
C -1.3607 0.2641 1.7545
C -2.2553 0.1119 0.5287
N -2.7643 1.4161 0.1183
H -0.3163 -0.9367 3.0248
H -0.1942 -1.3934 1.4781
H -0.5664 0.9889 1.5301
H -1.9846 0.6346 2.5694
H -1.6466 -0.3763 -0.2486
H -3.0735 -0.5577 0.7844
H -1.9680 2.0094 -0.0766
H -3.3000 1.3724 -0.7396

Forces on atoms 1 to 6 (eV/Å):
-0.610 0.006 0.199
0.104 0.019 -0.094
-0.051 -0.231 0.318
-0.203 0.320 -0.282
0.174 -0.123 -0.184
0.322 0.209 -0.009

Computed properties:
E_LUMO: 0.93 eV
relative energy (zero: lowest compared OMol25 entry of this formula, charge and spin): 1.3253 eV
HOMO energy: -0.280 Ha
SMILES string: N/C=C/N.NCCN
multiplicity: 1
Kohn-Sham gap: 8.56 eV

=====

Entry 4:
ORCA calculation (the ωB97M-V functional and the def2-TZVPD basis) on a 2-piece molecular cluster, C4H14N4 overall.

CARTESIAN COORDINATES (ANGSTROEM)
C -1.1229 -0.8958 -0.0235
C -1.1238 -0.8773 1.4247
C 2.0361 -1.4649 -0.5771
C 0.9033 1.8834 -0.0009
N -1.7784 -0.1028 -0.8387
N 1.2197 -0.3470 -0.3451
N -2.3124 1.0282 -0.3695
N 1.7587 0.7313 -0.0977
H -0.7646 -1.7598 -0.5104
H -1.4748 -1.7616 1.8659
H -1.8061 0.0513 1.7309
H -0.0993 -0.6796 1.8121
H 3.1118 -1.2563 -0.8590
H 2.0377 -2.0851 0.4017
H 1.5247 -2.1298 -1.3359
H -0.0426 1.5467 -0.1763
H 1.1514 2.4461 0.8137
H 0.8916 2.5275 -0.8016
H -1.6457 -0.2860 -1.8638
H -3.1154 1.4801 -0.8809
H -2.1879 1.1247 0.6202
H 2.8388 0.8269 0.0111

Forces on atoms 1 to 6 (eV/Å):
-1.991 -0.603 -1.916
-0.487 4.538 0.734
1.225 -2.536 0.426
1.025 -0.970 -0.210
1.561 -2.031 0.823
1.288 1.130 -0.112

Computed properties:
E_LUMO: -9.66 eV
relative energy (zero: lowest compared OMol25 entry of this formula, charge and spin): 5.6366 eV
HOMO energy: -0.656 Ha
multiplicity: 1
Kohn-Sham gap: 8.18 eV
net charge: +2

=====

Entry 5:
ORCA calculation (the ωB97M-V functional and the def2-TZVPD basis) on C4H14NNbO4PY as an isolated structure.

CARTESIAN COORDINATES (ANGSTROEM)
C 2.3455 0.1725 1.8935
C 1.8113 0.6987 0.5465
C 1.1025 -0.4202 -0.2066
C 1.8881 -0.8278 -1.4734
Nb -0.9078 0.1226 -1.0747
O -1.1081 1.9084 -0.1138
N -0.5755 2.9760 -0.9655
O -1.3843 3.7278 -1.2615
P -1.9130 -1.0313 1.0411
O -2.6511 -2.4767 0.5143
O -3.1303 0.1070 1.7046
H 2.5567 -0.8852 1.8466
H 1.5850 0.3106 2.6461
H 3.2515 0.6968 2.1454
H 2.6401 1.0595 -0.0381
H 1.1893 1.5468 0.7888
H 1.0238 -1.3027 0.4023
H 2.0567 0.0364 -2.0944
H 2.8404 -1.2048 -1.1262
H 1.3445 -1.5779 -2.0197
H -2.6551 0.2201 -1.5813
H -0.8906 -1.5133 -1.8920
H -0.2656 0.9131 -2.5694
H -2.3658 -2.6399 -0.4116
H -3.2597 0.8670 1.0869
Y -4.5283 -1.4835 2.2121

Forces on atoms 1 to 6 (eV/Å):
-0.359 0.050 -0.583
-0.189 -0.418 0.989
0.014 -0.882 0.767
-1.584 0.696 0.051
3.205 4.021 -2.248
-0.464 -2.773 -0.338

Computed properties:
E_LUMO: -10.44 eV
HOMO energy: -0.541 Ha
multiplicity: 1
Kohn-Sham gap: 4.28 eV
net charge: +2

=====

Entry 6:
ORCA calculation (the ωB97M-V functional and the def2-TZVPD basis) on a 2-piece molecular cluster, C4H14NO overall.

CARTESIAN COORDINATES (ANGSTROEM)
C -1.1464 1.4413 2.5178
N -0.1201 1.3304 1.4494
H -1.3219 0.4347 2.8969
H -0.7673 2.0555 3.3321
H -2.0369 1.8413 2.0600
H -0.3997 0.6208 0.6681
H 0.7184 0.9640 1.8763
H -0.0079 2.2302 0.9778
C 0.1730 -1.1967 -2.4427
C 0.3599 -0.4069 -1.1425
C 1.6143 -0.8722 -0.3701
O -0.8656 -0.4271 -0.3788
H -0.6938 -0.8035 -2.9404
H -0.0264 -2.2858 -2.1687
H 1.0086 -1.1071 -3.1262
H 0.5288 0.6651 -1.4118
H 2.4497 -1.0179 -1.0541
H 1.4209 -1.8032 0.0796
H 1.9321 -0.1497 0.4746
H -1.0440 -1.3333 -0.1549

Forces on atoms 1 to 6 (eV/Å):
-0.024 -0.493 0.064
-0.558 -0.244 -0.642
-0.170 0.126 -0.023
-0.128 0.131 -0.175
-0.317 0.138 0.193
-0.330 0.255 0.907

Computed properties:
E_LUMO: -3.27 eV
relative energy (zero: lowest compared OMol25 entry of this formula, charge and spin): 0.8595 eV
HOMO energy: -0.557 Ha
multiplicity: 1
Kohn-Sham gap: 11.89 eV
net charge: +1

=====

Entry 7:
ORCA calculation (the ωB97M-V functional and the def2-TZVPD basis) on a 3-piece molecular cluster, C4H14NO2 overall.

CARTESIAN COORDINATES (ANGSTROEM)
C -0.9394 -1.2208 0.4049
C 0.3765 -1.3780 1.1826
C 1.4405 -0.3244 1.1355
C 2.4405 -0.2670 0.2652
N -0.6962 -0.6012 -0.9439
H -1.2351 -2.2327 0.1776
H -1.7185 -0.7279 0.9185
H 0.0512 -1.4822 2.2261
H 0.7383 -2.4028 1.0503
H 1.3715 0.3630 1.9745
H 3.1726 0.5213 0.4151
H 2.6215 -1.1027 -0.4069
H -0.1112 0.2451 -0.7755
H -0.2659 -1.0414 -1.7648
H -1.5079 -0.1514 -1.3879
H -3.5013 1.4177 -0.0725
H -2.3831 2.3258 -0.1073
O -2.5802 1.4290 0.2116
H 0.4327 2.6060 -1.0813
H 1.5920 2.1819 -1.7999
O 0.7014 1.8426 -1.6221

Forces on atoms 1 to 6 (eV/Å):
1.564 -1.907 -1.345
-0.430 -0.962 1.217
-0.389 -0.102 0.162
0.008 -0.198 0.893
-0.164 2.690 -0.649
-0.584 -0.256 0.148

Computed properties:
E_LUMO: -3.11 eV
relative energy (zero: lowest compared OMol25 entry of this formula, charge and spin): 1.7510 eV
HOMO energy: -0.500 Ha
multiplicity: 1
Kohn-Sham gap: 10.51 eV
net charge: +1

=====

Entry 8:
ORCA calculation (the ωB97M-V functional and the def2-TZVPD basis) on a 3-piece molecular cluster, C4H14NO2 overall.

CARTESIAN COORDINATES (ANGSTROEM)
C 3.1787 0.9907 -0.7735
C 1.8681 0.7790 -1.5611
C 1.0860 -0.3999 -1.0848
C -0.1581 -0.3037 -0.6712
N -1.0612 -1.4676 -0.5239
H 3.9016 1.5459 -1.3636
H 3.5166 0.0827 -0.2925
H 3.0309 1.7573 -0.0042
H 2.1044 0.5840 -2.6109
H 1.2605 1.6616 -1.4769
H 1.6419 -1.3355 -1.1032
H -0.7174 0.6227 -0.6671
H -0.6572 -2.2107 0.0589
H -1.9217 -1.0862 -0.0205
H -1.2532 -1.8217 -1.4507
H -4.0475 -0.9976 0.8837
H -2.9877 -0.2607 1.7108
O -3.0958 -0.8552 0.9513
H -1.3196 0.8091 3.8654
H -2.4828 1.3327 3.0120
O -1.8865 0.5731 3.1221

Forces on atoms 1 to 6 (eV/Å):
-0.687 1.308 0.226
0.653 -0.317 0.468
0.605 0.137 0.089
-0.367 -0.004 -0.721
0.730 0.629 0.896
0.448 -0.790 -0.430

Computed properties:
E_LUMO: -2.95 eV
relative energy (zero: lowest compared OMol25 entry of this formula, charge and spin): 1.3795 eV
HOMO energy: -0.517 Ha
multiplicity: 1
Kohn-Sham gap: 11.11 eV
net charge: +1

=====

Entry 9:
ORCA calculation (the ωB97M-V functional and the def2-TZVPD basis) on a 2-piece molecular cluster, C4H14NO2 overall.

CARTESIAN COORDINATES (ANGSTROEM)
O 0.4308 -2.0054 -1.8821
C 1.0559 -0.7247 -1.9970
C 1.2052 -0.0737 -0.6220
N 0.0893 -0.5003 0.2752
C -1.2922 -0.0383 -0.1949
C -1.8395 1.0765 0.6608
H 1.0752 -2.7164 -1.7902
H 2.0330 -0.8030 -2.4546
H 0.3850 -0.1922 -2.6692
H 2.1239 -0.4217 -0.1671
H 1.2451 1.0135 -0.6036
H 0.2639 -0.1711 1.2509
H 0.1452 -1.5036 0.3333
H -1.1534 0.3345 -1.2038
H -1.8764 -0.9532 -0.2198
H -2.7030 1.5288 0.1733
H -2.2008 0.7312 1.6225
H -1.1230 1.8923 0.7369
H 0.2270 1.7985 2.9710
H 1.2587 0.6883 3.2231
O 0.6501 1.0401 2.5574

Forces on atoms 1 to 6 (eV/Å):
0.207 -0.009 0.420
-0.652 -0.427 -0.181
0.062 -0.055 0.319
0.024 0.695 0.526
0.578 -0.286 0.028
-0.430 0.140 -0.183

Computed properties:
E_LUMO: -2.92 eV
relative energy (zero: lowest compared OMol25 entry of this formula, charge and spin): 0.8460 eV
HOMO energy: -0.551 Ha
multiplicity: 1
Kohn-Sham gap: 12.08 eV
net charge: +1

=====

Entry 10:
ORCA calculation (the ωB97M-V functional and the def2-TZVPD basis) on a 3-piece molecular cluster, C4H14NO2 overall.

CARTESIAN COORDINATES (ANGSTROEM)
C -2.4636 0.5710 1.4690
C -1.0578 0.8064 0.8277
C -0.6676 -0.6483 0.2251
C 1.2775 -1.1591 1.6703
N 0.7541 -0.8516 0.5602
H -3.2040 0.0633 0.7855
H -3.0627 1.5398 1.7368
H -2.4980 -0.2035 2.1471
H -0.4741 1.2828 1.6927
H -1.2304 1.5378 -0.0099
H -0.7168 -0.6336 -0.9045
H -1.1974 -1.3878 0.6551
H 0.6122 -1.3472 2.5526
H 2.2713 -1.2860 1.7608
H 1.3619 -0.3989 -0.2195
H 0.8343 -0.1587 -3.3293
H -0.7416 -0.2872 -3.2707
O 0.0350 -0.0230 -2.7187
H 1.6590 1.8162 -1.2837
H 2.5431 0.5542 -1.6431
O 1.9691 0.9543 -0.9994

Forces on atoms 1 to 6 (eV/Å):
-0.464 1.081 -2.654
-2.080 1.596 0.659
2.987 2.623 0.004
-4.304 -0.483 1.007
0.393 1.192 -1.707
-0.649 0.678 0.014

Computed properties:
E_LUMO (spin up / spin down): -8.63 / -14.91 eV
relative energy (zero: lowest compared OMol25 entry of this formula, charge and spin): 3.3678 eV
HOMO energy (spin up / spin down): -0.724 / -0.701 Ha
multiplicity: 2
Kohn-Sham gap (spin up / spin down): 11.06 / 4.16 eV
net charge: +2

=====

Entry 11:
ORCA calculation (the ωB97M-V functional and the def2-TZVPD basis) on a 5-piece molecular cluster, C4H14NO6S overall.

CARTESIAN COORDINATES (ANGSTROEM)
O -2.2016 0.9801 -1.6893
C -1.0478 1.0691 -1.1572
N -0.0222 0.1841 -1.2005
C 1.3984 0.3091 -1.2627
O 1.8122 1.1827 -1.9726
C -0.6981 2.3495 -0.4252
C -0.3185 2.2673 1.2020
S -1.0165 0.5609 1.5101
H -0.3582 -0.7722 -1.4447
H 1.9211 -0.4766 -0.8396
H -0.0403 2.9436 -0.8574
H -1.6693 3.0964 -0.7274
H 0.8137 2.3074 1.3594
H -0.7388 3.0043 1.8151
H 2.0772 -2.3417 -0.2808
H 1.1943 -2.7737 -1.3006
O 2.0660 -2.3387 -1.2843
H 1.0403 -2.1418 1.4715
H -0.4848 -2.0247 0.9775
O 0.2327 -2.7096 1.0937
H 1.6723 -0.7118 3.1453
H 1.2090 0.3104 1.9972
O 1.9473 -0.2594 2.4319
H -2.7883 -1.1266 -0.0968
H -3.1292 -1.1636 -1.5665
O -2.8708 -1.7246 -0.8981

Forces on atoms 1 to 6 (eV/Å):
3.503 -0.828 1.150
-2.051 2.156 -0.439
-0.684 -3.356 -1.186
-3.264 2.533 -2.009
1.497 0.623 0.412
-5.088 1.706 2.747

Computed properties:
E_LUMO: 3.17 eV
relative energy (zero: lowest compared OMol25 entry of this formula, charge and spin): 1.5126 eV
HOMO energy: -0.133 Ha
multiplicity: 1
Kohn-Sham gap: 6.80 eV
net charge: -1

=====

no.,largest force on an atom (eV/Å)
1,3.6
2,2.4
3,0.6
4,4.6
5,5.6
6,2.1
7,2.8
8,1.5
9,0.9
10,4.4
11,6.3